[1]
ORCA calculation (ωB97M-V/def2-TZVPD) on a molecular structure, C4H4N2O2 in a non-equilibrium geometry.

Last column: Mulliken charge in e.
Geometry (Å):
C  0.675  1.265  0.082  -0.50
C  -0.613  0.756  -0.169  0.30
C  -1.969  -0.699  0.148  -0.28
C  -0.406  -0.658  -0.226  0.38
H  3.316  -0.644  -0.717  0.37
H  0.969  2.391  0.113  0.33
H  -2.246  -0.877  1.147  0.23
H  -2.822  -1.258  -0.488  0.18
N  1.443  0.123  0.054  0.72
N  0.745  -1.001  0.017  -0.82
O  2.859  -0.110  0.095  -0.51
O  -1.950  0.711  -0.056  -0.41

Values from the calculation:
E_HOMO: -0.311 Ha
Energy relative to the best compared isomer or geometry (same formula, charge and spin): 725.2 kJ/mol
Multiplicity: 1

***

[2]
ORCA calculation (ωB97M-V/def2-TZVPD) on 2 unconnected molecules or ions with the total composition C14H27BClF2IN3O4S.

Last column: Mulliken charge in e.
Geometry (Å):
C  -1.723  0.482  1.890  -1.57
C  -1.591  1.047  0.461  0.08
B  -0.119  1.417  0.133  0.48
O  0.800  1.767  1.047  -0.72
N  0.487  1.468  -1.292  0.99
C  0.912  2.806  -1.747  -1.82
C  2.117  3.449  -1.042  0.58
C  2.678  4.551  -1.930  -1.42
Cl  3.379  2.264  -0.638  -0.12
C  0.535  0.423  -2.061  -0.63
N  0.990  0.346  -3.353  -0.62
I  2.877  0.918  -3.915  0.31
C  0.610  -0.991  -3.860  -0.76
C  -0.563  -1.299  -2.953  -0.28
S  -2.096  -0.451  -3.513  1.20
O  -2.460  0.555  -2.589  -0.48
O  -2.975  -1.439  -3.995  -0.61
F  -1.557  0.311  -4.773  -0.25
N  -0.106  -0.768  -1.666  0.57
C  0.679  -1.794  -0.898  -1.04
C  1.911  -1.293  -0.139  0.03
C  3.222  -1.651  -0.846  -0.56
F  4.131  -0.606  -0.761  -0.28
H  -1.753  1.266  2.649  0.35
H  -0.916  -0.211  2.130  0.38
H  -2.645  -0.085  1.983  0.42
H  -1.935  0.313  -0.259  0.10
H  -2.228  1.931  0.335  0.43
H  0.419  1.990  1.911  0.29
H  0.049  3.453  -1.564  0.49
H  1.054  2.792  -2.823  0.44
H  1.787  3.888  -0.106  0.45
H  3.319  4.133  -2.706  0.33
H  1.865  5.101  -2.409  0.37
H  3.260  5.258  -1.343  0.38
H  0.386  -0.988  -4.923  0.46
H  1.419  -1.710  -3.699  0.37
H  -0.853  -2.346  -2.916  0.64
H  -0.030  -2.243  -0.204  0.45
H  0.988  -2.591  -1.581  0.57
H  1.904  -0.224  0.068  -0.04
H  1.894  -1.779  0.836  0.52
H  3.068  -1.859  -1.911  0.17
H  3.695  -2.519  -0.386  0.33
C  -1.874  -1.994  6.397  -1.11
C  -2.477  -2.187  5.029  0.78
O  -2.078  -1.572  4.065  -0.49
C  -3.605  -3.181  4.923  -1.09
H  -1.076  -1.258  6.352  0.27
H  -2.640  -1.662  7.100  0.34
H  -1.479  -2.942  6.768  0.34
H  -4.426  -2.886  5.579  0.34
H  -3.267  -4.167  5.247  0.34
H  -3.960  -3.234  3.897  0.27

Values from the calculation:
E_HOMO: -0.431 Ha
Net charge: +1
Multiplicity: 1

***

[3]
ORCA calculation (ωB97M-V/def2-TZVPD) on a molecular structure, C43H38ClP2Ti in a non-equilibrium geometry.

Last column: Mulliken charge in e.
Geometry (Å):
C  -2.960  0.431  0.097  0.03
C  -2.237  0.775  -1.045  0.18
C  -2.658  0.350  -2.311  -0.70
C  -3.902  -0.257  -2.447  -0.79
C  -4.726  -0.409  -1.339  -0.64
C  -4.256  -0.063  -0.057  -1.08
P  -0.690  1.626  -0.826  2.75
C  -0.511  2.629  -2.334  0.67
C  0.347  2.157  -3.344  -0.11
C  0.448  2.840  -4.559  -0.84
C  -0.267  4.026  -4.753  -0.61
C  -1.103  4.507  -3.737  -0.69
C  -1.246  3.804  -2.533  -0.56
Ti  0.951  0.526  0.506  -0.85
P  0.321  -1.762  0.754  1.04
C  -0.641  -2.458  -0.612  1.04
C  -1.842  -3.134  -0.375  -0.70
C  -2.562  -3.672  -1.445  -0.71
C  -2.057  -3.596  -2.751  -0.70
C  -0.888  -2.859  -2.992  -0.65
C  -0.197  -2.259  -1.931  -0.12
C  1.770  -2.878  1.002  0.45
C  2.722  -2.471  1.951  -0.64
C  4.005  -3.015  1.886  -0.71
C  4.276  -4.087  1.030  -0.58
C  3.265  -4.589  0.206  -0.59
C  2.013  -3.968  0.148  -0.06
C  -0.552  -1.943  2.343  0.94
C  -0.819  -0.793  3.095  -0.08
C  -1.491  -0.924  4.316  -0.79
C  -1.859  -2.189  4.796  -0.67
C  -1.522  -3.335  4.055  -0.72
C  -0.862  -3.221  2.830  -0.31
C  -1.004  2.824  0.577  0.41
C  -2.269  3.419  0.785  -0.39
C  -2.410  4.302  1.861  -0.89
C  -1.332  4.603  2.703  -0.78
C  -0.092  3.982  2.495  -1.20
C  0.054  3.036  1.466  0.32
H  2.485  -1.694  2.692  0.42
H  4.788  -2.592  2.514  0.44
H  5.287  -4.520  1.009  0.41
H  3.459  -5.460  -0.416  0.44
H  1.246  -4.323  -0.556  0.43
H  -2.198  -3.255  0.645  0.37
H  -3.531  -4.149  -1.269  0.44
H  -2.583  -4.080  -3.590  0.39
H  -0.508  -2.744  -4.012  0.47
H  0.684  -1.638  -2.127  0.12
H  -0.489  0.197  2.747  -0.24
H  -1.732  -0.035  4.902  0.46
H  -2.403  -2.274  5.751  0.41
H  -1.797  -4.317  4.443  0.45
H  -0.591  -4.120  2.272  0.44
H  -3.132  3.182  0.156  0.54
H  -3.378  4.770  2.042  0.45
H  -1.442  5.323  3.523  0.43
H  0.762  4.225  3.123  0.51
H  1.032  2.474  1.370  0.32
H  0.930  1.248  -3.176  0.30
H  1.090  2.446  -5.349  0.45
H  -0.156  4.577  -5.691  0.40
H  -1.641  5.444  -3.886  0.43
H  -1.935  4.167  -1.765  0.33
H  -2.023  0.481  -3.184  0.49
H  -4.248  -0.645  -3.410  0.45
H  -5.720  -0.864  -1.445  0.43
H  -4.916  -0.201  0.804  0.52
H  -2.495  0.537  1.093  0.42
H  -3.641  -2.515  1.377  0.40
H  -3.289  -2.083  1.894  -0.31
Cl  5.165  -1.114  -0.758  -0.13
C  4.818  0.511  -0.297  0.56
C  5.819  1.324  0.201  -0.52
C  5.542  2.640  0.608  -0.63
C  4.261  3.174  0.455  -0.98
C  3.262  2.371  -0.126  -0.10
C  3.503  1.001  -0.412  0.28
C  2.426  0.084  -0.851  -0.90
H  6.823  0.922  0.270  0.47
H  6.336  3.249  1.026  0.41
H  4.029  4.202  0.769  0.45
H  2.272  2.818  -0.358  0.66
H  2.046  0.279  -1.869  0.02
H  2.565  -0.977  -0.648  0.67

Values from the calculation:
E_HOMO (spin up / spin down): -0.510 / -0.511 Ha
Energy relative to the best compared isomer or geometry (same formula, charge and spin): 0.0 kJ/mol
Net charge: +2
Multiplicity: 2
Expectation value of S²: 0.762

***

[4]
ORCA calculation (ωB97M-V/def2-TZVPD) on a molecular structure, C47H35F9MgN3PS5.

Last column: Mulliken charge in e.
Geometry (Å):
Mg  0.269  -0.357  -0.732  1.10
S  2.723  -0.751  -0.912  -0.55
C  2.689  -2.448  -1.229  0.81
C  3.783  -3.003  -1.910  -0.83
C  3.855  -4.345  -2.198  -0.55
C  2.825  -5.200  -1.820  -0.78
C  1.750  -4.688  -1.123  -0.45
C  1.683  -3.335  -0.815  0.07
S  0.289  -2.835  0.174  -0.15
C  1.156  -2.462  1.742  -1.49
C  1.210  -1.033  2.188  0.69
C  1.758  -0.761  3.441  -0.80
C  1.862  0.555  3.849  -0.92
C  1.438  1.557  2.990  -0.59
C  0.913  1.202  1.754  0.35
C  0.530  2.245  0.759  -1.60
S  -1.038  1.802  -0.089  0.22
C  -0.811  2.641  -1.642  0.15
C  -0.967  4.021  -1.638  -0.49
C  -0.806  4.757  -2.794  -1.02
C  -0.499  4.099  -3.980  -0.56
C  -0.358  2.731  -3.994  -0.81
C  -0.522  1.961  -2.832  0.68
S  -0.392  0.243  -3.013  -0.71
N  0.788  -0.071  1.387  0.68
H  4.574  -2.331  -2.205  0.46
H  4.717  -4.736  -2.720  0.38
H  2.869  -6.254  -2.051  0.39
H  0.950  -5.335  -0.788  0.45
H  2.177  -2.830  1.608  0.72
H  0.665  -3.060  2.513  0.59
H  2.108  -1.565  4.069  0.60
H  2.275  0.802  4.815  0.43
H  1.511  2.593  3.278  0.62
H  1.303  2.302  -0.012  0.56
H  0.413  3.216  1.242  0.64
H  -1.223  4.512  -0.711  0.47
H  -0.917  5.830  -2.773  0.40
H  -0.378  4.659  -4.896  0.37
H  -0.115  2.206  -4.906  0.47
N  -2.724  -2.021  -2.552  -0.14
C  -3.616  -1.809  -1.569  -0.31
S  -3.400  -0.510  -0.560  0.25
N  -4.651  -2.680  -1.486  0.17
C  -5.684  -2.795  -0.546  0.22
C  -5.590  -2.368  0.774  1.09
C  -6.652  -2.574  1.637  -0.75
C  -7.808  -3.200  1.210  -0.76
C  -7.901  -3.633  -0.102  -0.66
C  -6.846  -3.438  -0.970  -0.69
H  -2.038  -1.285  -2.727  -0.06
H  -2.866  -2.707  -3.276  0.18
H  -4.773  -3.296  -2.282  0.27
H  -4.696  -1.887  1.132  -0.24
H  -6.568  -2.249  2.663  0.44
H  -8.627  -3.364  1.891  0.42
H  -8.794  -4.131  -0.449  0.37
H  -6.914  -3.793  -1.990  0.35
F  -8.525  2.540  1.507  -0.29
C  -8.123  1.861  2.588  0.74
F  -8.406  2.642  3.651  -0.27
F  -8.932  0.793  2.693  -0.26
C  -6.673  1.474  2.549  0.41
C  -6.198  0.585  3.504  -1.12
C  -4.862  0.229  3.507  -0.64
C  -3.996  0.759  2.558  0.47
C  -4.487  1.633  1.594  0.01
C  -5.820  1.998  1.589  -0.93
P  -2.189  0.393  2.500  1.61
C  -1.710  1.571  3.825  0.64
C  -0.962  1.304  4.968  -0.35
C  -0.572  2.336  5.805  -1.29
C  -0.904  3.648  5.491  0.42
C  -1.609  3.935  4.329  -0.99
C  -1.996  2.900  3.505  -1.17
C  -0.520  4.756  6.432  0.82
F  0.719  4.600  6.931  -0.28
F  -1.344  4.819  7.496  -0.26
F  -0.550  5.969  5.860  -0.28
C  -2.235  -1.304  3.197  0.20
C  -2.386  -1.711  4.520  -0.44
C  -2.519  -3.056  4.820  -1.19
C  -2.506  -4.000  3.800  0.04
C  -2.339  -3.611  2.478  -0.06
C  -2.202  -2.268  2.190  -1.21
C  -2.672  -5.454  4.134  0.74
F  -1.503  -6.026  4.492  -0.27
F  -3.511  -5.651  5.162  -0.28
F  -3.146  -6.174  3.108  -0.27
H  -6.875  0.175  4.239  0.46
H  -4.510  -0.473  4.249  0.40
H  -3.824  2.001  0.825  0.34
H  -6.200  2.677  0.842  0.53
H  -0.664  0.295  5.207  0.69
H  -0.004  2.128  6.702  0.48
H  -1.843  4.958  4.078  0.50
H  -2.527  3.112  2.589  0.43
H  -2.419  -0.987  5.321  0.72
H  -2.658  -3.373  5.843  0.49
H  -2.331  -4.346  1.688  0.59
H  -2.090  -1.942  1.164  -0.05

Values from the calculation:
E_HOMO: -0.263 Ha
Energy relative to the best compared isomer or geometry (same formula, charge and spin): 17.5 kJ/mol
Multiplicity: 1